[1]
DFT (ωB97M-V/def2-TZVPD) results for a cluster of 3 separate species, C5H15NO2 in total at a distorted geometry.

```
23
Properties=species:S:1:pos:R:3:nbo_charge:R:1
C 1.71 0.34 2.09 -0.6303
C 1.73 0.24 0.63 -0.3048
C 0.70 -0.31 -0.10 -0.0060
N 1.03 -0.93 -1.27 -0.5909
C 0.13 -0.85 -2.36 -0.2198
C -0.78 0.40 -2.66 -0.6261
H 1.82 1.42 2.56 0.2080
H 0.75 -0.13 2.51 0.1841
H 2.67 -0.23 2.48 0.2185
H 2.66 0.61 0.23 0.1939
H -0.24 -0.38 0.28 0.1797
H 2.14 -0.78 -1.51 0.3697
H -0.45 -1.74 -2.02 0.1863
H 0.62 -1.13 -3.31 0.1964
H -1.65 0.19 -3.22 0.2164
H -0.21 1.18 -3.08 0.2037
H -1.10 0.71 -1.69 0.2171
H -2.35 1.20 1.48 0.4834
H -0.91 1.36 1.69 0.4535
O -1.60 1.82 1.29 -0.9409
H -3.00 -1.05 2.32 0.4951
H -1.39 -1.22 1.88 0.4977
O -2.27 -0.73 1.76 -0.9845
```

**Electronic energy**: -404.636221 a.u.
**LUMO energy**: 0.414 eV
**SMILES**: C/C=C/NCC.O.O
**Charge**: 0
**Kohn-Sham gap**: 0.2928 hartree



[2]
DFT (ωB97M-V/def2-TZVPD) results for a structure of composition C6H15F6KN3O16PS6 at a distorted geometry.

```
54
Properties=species:S:1:pos:R:3:nbo_charge:R:1
K 0.64 -0.72 1.70 0.9470
N -4.04 1.56 1.89 -1.1561
S -3.89 2.22 0.46 2.4785
O -4.96 1.99 -0.46 -0.9283
O -2.54 2.27 -0.03 -0.9610
F -4.12 3.75 0.89 -0.5191
S -3.65 0.03 1.62 2.4882
O -2.25 -0.22 1.73 -0.9579
O -4.36 -0.64 0.58 -0.9326
F -4.28 -0.62 2.92 -0.4951
N 0.76 -3.24 0.85 -1.1346
S -0.20 -4.59 0.53 2.4192
O 0.24 -5.72 1.27 -0.9164
O -0.83 -4.81 -0.72 -0.8949
F -1.41 -4.02 1.40 -0.5067
S 1.74 -3.54 -0.35 2.4325
O 1.26 -3.06 -1.61 -0.9455
O 2.48 -4.75 -0.35 -0.9092
F 2.79 -2.34 -0.07 -0.5266
N 1.34 -1.15 4.22 -1.2049
S 0.34 -0.34 5.27 2.4705
O -0.22 0.84 4.68 -0.9256
O 0.66 -0.40 6.65 -0.9156
F -0.96 -1.25 5.13 -0.5026
S 2.79 -0.72 4.66 2.4816
O 3.49 -1.76 5.35 -0.9171
O 3.04 0.64 5.00 -0.9333
F 3.42 -0.69 3.16 -0.5341
C -1.34 3.35 -3.15 -0.6306
C -0.18 3.09 -2.20 -0.0850
O 0.74 2.15 -2.73 -0.8316
P 0.96 0.77 -1.96 2.6077
O 0.85 0.91 -0.50 -1.1512
O -0.05 -0.23 -2.62 -0.8104
C -1.42 -0.26 -2.15 -0.0823
C -1.69 -1.58 -1.46 -0.6421
O 2.33 0.24 -2.49 -0.8016
C 3.43 1.11 -2.81 -0.0541
C 3.84 1.94 -1.63 -0.6582
H -2.14 4.01 -2.83 0.2270
H -0.94 3.64 -4.13 0.1899
H -1.73 2.34 -3.36 0.2142
H 0.31 4.05 -2.00 0.1604
H -0.56 2.86 -1.20 0.2376
H -1.72 0.59 -1.53 0.2195
H -1.99 -0.31 -3.08 0.1732
H -2.73 -1.90 -1.43 0.2304
H -1.19 -2.39 -2.00 0.2383
H -1.17 -1.65 -0.51 0.2083
H 4.18 0.40 -3.16 0.1907
H 3.12 1.67 -3.70 0.1798
H 4.61 2.70 -1.78 0.2100
H 3.01 2.48 -1.18 0.2323
H 4.19 1.30 -0.82 0.2281
```

**Electronic energy**: -5535.632905 a.u.
**LUMO energy**: 3.977 eV
**Charge**: -2
**Kohn-Sham gap**: 0.3346 hartree



[3]
DFT (ωB97M-V/def2-TZVPD) results for the ion C4H8NO2S with charge -1 at a distorted geometry.

```
16
Properties=species:S:1:pos:R:3:nbo_charge:R:1
O 1.60 0.87 -2.09 -0.5681
C 0.48 1.10 -1.61 0.4339
C -0.25 0.32 -0.54 -0.1912
C 0.63 -0.16 0.80 -0.5822
S 1.96 -1.40 0.68 -0.0836
N -1.35 1.15 -0.04 -0.6855
C -2.54 0.18 0.26 0.1681
O -2.37 -0.23 1.45 -0.9180
H -0.02 2.02 -1.98 0.1134
H -0.58 -0.63 -0.73 0.2238
H -0.24 -0.75 1.44 0.3093
H 0.85 0.74 1.38 0.2094
H 1.28 -2.61 0.66 0.1204
H -1.02 1.55 0.72 0.3348
H -3.49 0.75 0.18 0.0737
H -2.45 -0.58 -0.59 0.0416
```

**Electronic energy**: -760.561522 a.u.
**LUMO energy**: 3.211 eV
**SMILES**: O=C[C@@H](CS)NC[O-]
**Charge**: -1
**Kohn-Sham gap**: 0.2336 hartree



[4]
DFT (ωB97M-V/def2-TZVPD) results for a cluster of 2 separate species, C19H21NO4S2 in total at a distorted geometry.

```
47
Properties=species:S:1:pos:R:3:nbo_charge:R:1
C 1.45 -0.04 2.46 -0.4219
N 0.12 -0.04 1.89 -0.4531
C -0.65 -1.22 2.32 -0.2193
C -2.13 -0.81 2.26 -0.4138
C -2.14 0.73 2.24 -0.4137
C -0.66 1.15 2.28 -0.2219
H 2.03 0.81 2.07 0.2072
H 1.44 0.02 3.57 0.1703
H 2.00 -0.95 2.17 0.2046
H -0.45 -2.11 1.71 0.2009
H -0.37 -1.47 3.37 0.1619
H -2.60 -1.19 1.35 0.2072
H -2.67 -1.21 3.13 0.2111
H -2.62 1.07 1.32 0.2091
H -2.68 1.14 3.10 0.2113
H -0.38 1.44 3.32 0.1625
H -0.47 2.02 1.64 0.2107
C 6.41 4.18 -3.28 -0.1880
C 6.48 3.03 -2.48 -0.1664
C 5.33 2.59 -1.80 -0.3221
C 4.14 3.30 -1.90 -0.2198
C 4.07 4.43 -2.72 -0.2041
C 5.20 4.88 -3.40 -0.1871
S 2.76 2.64 -0.97 2.1569
O 2.55 3.47 0.19 -0.9011
O 1.70 2.36 -1.91 -0.9085
C 3.46 1.08 -0.45 -0.6363
C 2.77 -0.06 -0.18 -0.0473
C 3.47 -1.33 0.03 -0.1287
C 4.57 -1.44 0.92 -0.1322
C 5.29 -2.63 1.02 -0.2243
C 4.97 -3.71 0.19 -0.1944
C 3.95 -3.59 -0.75 -0.2083
C 3.16 -2.43 -0.79 -0.1729
S 5.22 1.11 -0.80 2.1612
O 5.56 0.00 -1.66 -0.9045
O 5.93 1.35 0.44 -0.9120
H 7.30 4.54 -3.81 0.2302
H 7.42 2.48 -2.37 0.2421
H 3.11 4.96 -2.81 0.2427
H 5.14 5.77 -4.04 0.2298
H 1.67 -0.04 -0.11 0.2750
H 4.90 -0.57 1.49 0.2277
H 6.13 -2.68 1.72 0.2221
H 5.55 -4.63 0.25 0.2182
H 3.77 -4.38 -1.49 0.2210
H 2.40 -2.29 -1.56 0.2182
```

**Electronic energy**: -1888.598969 a.u.
**LUMO energy**: -0.377 eV
**SMILES**: O=S1(=O)C(=Cc2ccccc2)S(=O)(=O)c2ccccc21.CN1CCCC1
**Charge**: 0
**Kohn-Sham gap**: 0.3026 hartree



[5]
DFT (ωB97M-V/def2-TZVPD) results for a cluster of 2 separate species, C2H8NS in total at a distorted geometry.

```
12
Properties=species:S:1:pos:R:3:nbo_charge:R:1
S 0.52 2.82 -0.17 -1.0457
H -0.52 3.48 -0.74 0.0928
C 0.32 -1.18 -0.89 -0.6313
C 0.27 -0.79 0.57 -0.2131
N -0.98 -0.03 0.83 -0.9104
H -0.55 -1.79 -1.15 0.1981
H 1.32 -1.53 -1.15 0.1952
H 0.15 -0.30 -1.53 0.2320
H 1.15 -0.22 0.89 0.1750
H 0.21 -1.67 1.21 0.1542
H -0.72 0.88 0.39 0.4057
H -1.16 0.34 1.76 0.3475
```

**Electronic energy**: -533.962489 a.u.
**LUMO energy**: 4.349 eV
**Charge**: -1
**Kohn-Sham gap**: 0.2620 hartree



[6]
DFT (ωB97M-V/def2-TZVPD) results for a structure of composition C39H43FN6O4PtSi2 at a distorted geometry.

```
96
Properties=species:S:1:pos:R:3:lowdin_charge:R:1
Pt -0.33 0.51 -0.67 0.9603
C -1.93 -1.56 7.54 -0.0542
C -3.05 -1.64 6.52 -0.1738
N -2.56 -1.56 5.13 -0.0179
C -2.56 -0.37 4.52 0.0454
C -2.09 -0.11 3.26 -0.0012
C -2.34 1.30 2.84 -0.3976
O -3.06 2.02 3.46 0.1567
O -1.85 1.73 1.64 0.0302
C -1.52 -1.19 2.49 -0.2815
O -1.02 -1.11 1.36 -0.0384
C -1.56 -2.51 3.17 -0.0372
C -1.07 -3.63 2.50 0.0885
C -1.07 -4.86 3.10 -0.1834
F -0.63 -5.91 2.38 0.0723
C -1.53 -5.04 4.41 -0.1333
C -2.01 -3.93 5.08 0.0582
C -2.05 -2.67 4.47 -0.1129
N -1.51 -6.29 5.08 -0.0956
C -2.74 -6.78 5.69 -0.1220
C -2.39 -7.39 7.06 -0.0659
N -0.96 -7.87 7.00 0.0602
C -0.67 -8.50 5.66 -0.0700
C -0.68 -7.39 4.59 -0.1267
H -2.34 -1.61 8.55 0.0869
H -1.39 -0.61 7.44 0.0887
H -1.21 -2.37 7.41 0.0710
H -3.75 -0.81 6.65 0.1295
H -3.63 -2.55 6.62 0.1154
H -2.98 0.45 5.08 0.1559
H -0.69 -3.52 1.49 0.1375
H -2.32 -4.04 6.11 0.1086
H -3.21 -7.54 5.05 0.1396
H -3.45 -5.98 5.82 0.1304
H -3.02 -8.24 7.31 0.1401
H -2.44 -6.65 7.86 0.1365
H -0.77 -8.52 7.76 0.1885
H -0.34 -7.06 7.11 0.1846
H -1.45 -9.24 5.50 0.1390
H 0.29 -9.01 5.71 0.1417
H -1.03 -7.83 3.66 0.1336
H 0.33 -7.03 4.43 0.1386
C -0.27 3.69 -1.99 -0.1798
Si -1.42 2.26 -1.84 0.4913
C -3.01 2.72 -1.02 -0.1751
C -1.81 1.42 -3.47 -0.3197
C -2.08 2.18 -4.61 -0.0758
C -2.39 1.58 -5.82 -0.0559
C -2.43 0.19 -5.91 -0.0593
C -2.16 -0.58 -4.79 -0.0792
C -1.86 0.01 -3.57 -0.3232
Si -1.50 -1.02 -2.06 0.5246
C -3.02 -1.41 -1.09 -0.1658
C -0.50 -2.54 -2.40 -0.1728
H -0.71 4.45 -2.66 0.0445
H 0.70 3.40 -2.41 0.0306
H -0.10 4.16 -1.02 0.0430
H -3.52 3.45 -1.67 0.0519
H -2.85 3.18 -0.05 0.0343
H -3.68 1.87 -0.91 0.0327
H -2.04 3.27 -4.56 0.1087
H -2.60 2.18 -6.69 0.1138
H -2.67 -0.28 -6.85 0.1127
H -2.19 -1.67 -4.88 0.1083
H -3.69 -2.00 -1.72 0.0516
H -3.55 -0.50 -0.79 0.0314
H -2.78 -1.98 -0.19 0.0211
H -1.16 -3.33 -2.79 0.0501
H -0.05 -2.93 -1.48 0.0351
H 0.29 -2.36 -3.13 0.0347
O 0.33 1.25 1.96 0.0780
C -0.60 1.34 1.20 -0.5382
N 5.18 -0.31 -5.35 0.1723
C 6.48 -0.71 -5.56 -0.1821
C 7.32 -0.64 -6.68 -0.0132
C 8.59 -1.15 -6.52 -0.0726
C 9.02 -1.71 -5.30 -0.0744
C 8.19 -1.77 -4.21 -0.0078
C 6.90 -1.26 -4.34 -0.2158
N 5.87 -1.18 -3.42 0.1873
C 4.88 -0.62 -4.05 -0.2873
C 3.59 -0.35 -3.41 -0.1003
C 2.48 0.15 -4.07 0.0345
C 1.30 0.37 -3.39 -0.0981
N 1.18 0.11 -2.08 -0.1235
C 2.26 -0.37 -1.43 -0.1003
C 3.45 -0.62 -2.05 0.0288
H 4.59 0.16 -6.02 0.1565
H 6.99 -0.22 -7.62 0.1128
H 9.27 -1.12 -7.36 0.1091
H 10.03 -2.10 -5.23 0.1070
H 8.52 -2.19 -3.27 0.1155
H 2.50 0.39 -5.13 0.1214
H 0.43 0.75 -3.90 0.1015
H 2.14 -0.54 -0.36 0.1239
H 4.29 -1.00 -1.49 0.1254
```

**Electronic energy**: -2939.238417 a.u.
**LUMO energy**: -4.740 eV
**Charge**: +2
**Kohn-Sham gap**: 0.2580 hartree



[7]
DFT (ωB97M-V/def2-TZVPD) results for the ion C6H12N with charge +1 at a distorted geometry.

```
19
Properties=species:S:1:pos:R:3:nbo_charge:R:1
C 2.28 1.35 0.06 -0.3594
C 0.24 0.03 0.78 -0.1500
C -0.68 0.64 0.06 -0.1215
C 1.64 0.20 0.20 -0.0007
C 2.19 -1.09 -0.37 -0.6701
C -2.62 -0.73 -0.25 -0.4245
N -2.13 0.54 0.35 -0.5124
H 3.13 1.30 -0.46 0.2136
H 1.75 2.20 0.35 0.2041
H 0.13 -0.57 1.68 0.2438
H -0.36 1.34 -0.74 0.2560
H 3.22 -0.95 -0.40 0.2352
H 1.93 -1.06 -1.43 0.2304
H 2.10 -2.10 0.04 0.2412
H -3.74 -0.93 -0.28 0.2636
H -2.11 -0.74 -1.22 0.2415
H -2.07 -1.50 0.40 0.2371
H -2.35 0.68 1.29 0.4321
H -2.56 1.40 -0.06 0.4400
```

**Electronic energy**: -290.231411 a.u.
**LUMO energy**: -3.405 eV
**SMILES**: C=C(C)/C=C/[NH2+]C
**Charge**: +1
**Kohn-Sham gap**: 0.3634 hartree



[8]
DFT (ωB97M-V/def2-TZVPD) results for a structure of composition C4H8CuO3 at a distorted geometry.

```
16
Properties=species:S:1:pos:R:3:nbo_charge:R:1
O -1.84 1.29 -0.14 -0.4704
C -0.88 0.46 -0.09 0.8258
Cu 1.90 0.26 -0.22 1.0829
O 0.25 0.68 -0.49 -0.7428
C -3.23 0.83 -0.02 -0.0391
H -3.62 1.38 0.84 0.2284
H -3.70 1.12 -0.97 0.2312
C -3.24 -0.67 0.18 -1.0414
H -3.20 -1.01 -0.87 0.3593
H -2.58 -1.69 0.30 0.3787
O 3.55 0.39 -0.05 -0.5444
C 4.68 -0.41 0.04 -0.2998
H 4.67 -1.05 0.94 0.2318
H 4.80 -1.07 -0.84 0.2328
H 5.60 0.21 0.10 0.2039
H -3.17 -0.72 1.28 0.3632
```

**Electronic energy**: -2022.852772 a.u.
**LUMO energy (alpha / beta)**: -3.182 / -6.754 eV
**Charge**: +1
**Multiplicity**: 3
**⟨S²⟩**: 2.01
**Kohn-Sham gap (alpha / beta)**: 0.3505 / 0.2223 hartree